Entry 1:
Computed, not measured: a gas-phase ion, C4H4N4O6 (charge -2), with wB97M-V/def2-TZVPD.

The geometry in XYZ format:
```
18
Properties=species:S:1:pos:R:3:forces:R:3
C -0.1596 -2.1059 0.1692 2.62 1.16 1.22
C 0.8332 -1.1584 -0.2077 -1.93 0.17 0.00
C 2.4255 -0.8741 -2.0703 -1.18 0.20 1.02
C -2.3298 2.6586 1.2359 -1.80 0.40 1.03
N -0.7457 -1.8975 1.3356 1.17 1.81 -0.81
N 0.9372 0.1806 0.1943 -0.58 -1.37 -0.86
N -0.1978 0.8951 0.3126 0.59 2.18 2.18
N -1.4259 0.5313 0.2095 0.65 -1.45 -0.53
O 2.6447 0.3814 -1.6394 2.12 -0.93 -2.92
O -1.2954 2.9577 1.8281 1.48 -0.18 -0.28
O 2.8411 -1.3436 -3.0992 0.87 0.20 -0.55
O -3.4338 3.2386 1.2591 0.44 -0.22 -0.51
O 1.6682 -1.6293 -1.2781 0.39 0.32 -0.16
O -2.4527 1.4103 0.5549 0.68 0.34 -0.36
H -0.0029 -3.0460 -0.3813 -0.83 -0.12 -0.03
H -1.3880 -2.5372 1.6600 -1.73 -2.06 0.25
H 2.0005 0.5898 -0.9738 -1.58 0.38 2.25
H 0.0814 1.7490 0.8907 -1.39 -0.83 -0.92
```
Forces are in eV/Å.

Summary:
SMILES string = [H]/N=C/C(=N\N[N-]OC(=O)[O-])OC(=O)O
LUMO energy (spin up / spin down) = 5.903 / 5.903 eV
orbital gap (spin up / spin down) = 4.932 / 4.931 eV
net charge = -2

=====

Entry 2:
Computed, not measured: 2 unconnected molecules or ions with the total composition C3H8O2S, with wB97M-V/def2-TZVPD.

The geometry in XYZ format:
```
14
Properties=species:S:1:pos:R:3:forces:R:3
C -0.7800 0.0745 1.3846 0.04 0.10 0.02
C -1.6719 0.0429 0.1523 0.02 -0.16 0.51
S -1.1667 1.2440 -1.1131 -0.15 -0.09 -0.16
H 0.2307 -0.2510 1.1558 0.15 0.03 -0.07
H -0.7378 1.0781 1.8004 0.06 0.11 0.00
H -1.1586 -0.5810 2.1640 -0.14 -0.19 0.04
H -2.6949 0.2429 0.4539 -0.16 0.08 -0.19
H -1.6611 -0.9505 -0.2911 0.02 0.02 -0.16
H -2.1060 2.1661 -0.8787 0.08 0.04 0.03
O 2.0697 -1.8230 -0.5229 -0.17 -0.10 0.18
C 2.6727 -0.8345 -0.8269 -0.32 -0.10 -0.38
O 2.1030 0.2730 -1.3227 0.00 -0.33 0.13
H 3.7548 -0.7602 -0.7793 0.30 0.30 0.06
H 1.1462 0.0787 -1.3762 0.26 0.31 -0.02
```
Forces are in eV/Å.

Summary:
SMILES string = O=CO.CCS
LUMO energy = 0.681 eV
orbital gap = 10.054 eV
net charge = 0

=====

Entry 3:
Computed, not measured: 2 unconnected molecules or ions with the total composition C4H8FP, with wB97M-V/def2-TZVPD.

The geometry in XYZ format:
```
14
Properties=species:S:1:pos:R:3:forces:R:3
C -0.2067 0.4058 -1.2560 0.07 0.59 0.43
C -0.8474 -0.6895 -1.0189 1.15 1.57 1.57
C -0.1096 1.0651 -2.5928 2.90 -1.33 -1.08
C -0.0754 -0.6417 3.0347 2.42 1.51 -3.25
F 1.8746 -0.1881 1.4026 -0.02 -0.71 -0.08
P 1.1000 -1.5590 1.8867 0.25 1.45 0.28
H 0.1699 0.9575 -0.4212 0.40 0.46 0.51
H -1.2099 -1.3747 -1.6528 -1.63 -2.71 -1.94
H -0.6376 1.9789 -2.5212 -0.92 0.82 -0.57
H 0.9978 1.3705 -2.8465 -1.94 -0.66 0.58
H -0.4127 0.3087 -3.3681 -0.10 1.29 0.46
H -0.5718 0.0754 2.2846 0.48 -0.76 1.71
H 0.5614 -0.2386 3.8304 -0.76 0.19 -0.07
H -0.6326 -1.4705 3.2384 -2.32 -1.73 1.45
```
Forces are in eV/Å.

Summary:
LUMO energy (spin up / spin down) = 1.183 / -0.938 eV
orbital gap (spin up / spin down) = 8.978 / 8.746 eV
net charge = 0
multiplicity = 3

=====

Entry 4:
Computed, not measured: a molecular structure, C9H5ClO2, with wB97M-V/def2-TZVPD.

The geometry in XYZ format:
```
17
Properties=species:S:1:pos:R:3:forces:R:3
C 2.0445 -1.0586 0.7546 1.99 1.65 -2.93
C 0.7766 -0.7469 0.7801 -1.08 0.06 0.85
C 2.8117 -0.2533 -0.2539 -0.74 -0.42 -0.05
C 0.3134 0.2661 -0.1417 -0.18 -0.87 -1.59
C -1.2499 0.2984 -0.2900 4.51 0.62 -0.72
C -2.2012 -0.6200 -0.0630 1.01 -1.76 0.64
C -2.2117 1.4326 -0.3818 0.21 2.13 -1.16
C -3.2352 0.3907 0.0991 -3.06 0.31 -0.29
C 2.0323 0.5285 -1.0061 -1.46 -0.84 0.19
O -2.1971 2.5828 -0.8050 0.01 -2.61 1.24
O -4.3894 0.3734 0.4131 0.46 0.11 0.15
Cl -2.0945 -2.3349 0.2012 -0.38 1.35 -0.30
H 2.4033 -1.9342 1.1291 1.34 -1.81 1.85
H 0.1884 -1.1717 1.5763 -0.68 -0.28 -0.35
H 3.9031 -0.2491 -0.4732 -0.89 -0.18 0.63
H 0.6771 1.1831 0.1408 0.03 2.94 1.49
H 2.4286 1.3131 -1.6794 -1.11 -0.39 0.35
```
Forces are in eV/Å.

Summary:
LUMO energy = -0.648 eV
orbital gap = 8.894 eV
net charge = 0

=====

Entry 5:
Computed, not measured: 2 unconnected molecules or ions with the total composition C3H6N2P2, with wB97M-V/def2-TZVPD.

The geometry in XYZ format:
```
13
Properties=species:S:1:pos:R:3:forces:R:3
C -2.4730 -0.7831 -0.1059 2.11 -2.81 -0.55
C -1.1581 -0.6781 -0.0248 -0.09 0.62 1.26
C -0.3325 0.4218 0.3692 0.49 2.50 -4.00
N 1.7822 -1.0649 0.0146 0.33 0.14 -0.74
N 2.3164 1.1976 0.1463 -2.18 -0.91 1.06
P 2.6604 -0.0365 -0.8724 -0.02 -1.70 0.56
P 1.2312 0.1034 1.1382 2.12 0.15 -0.84
H -2.7640 -1.8112 -0.3104 -0.80 0.46 -0.12
H -3.0920 0.0218 -0.0875 -1.97 1.98 0.32
H -0.4766 -1.4492 -0.0987 0.42 -2.60 -0.67
H 0.3277 0.8136 -1.2972 -1.28 -0.51 2.98
H -0.8447 1.3075 0.6687 -0.28 0.80 0.30
H 2.8229 1.9574 0.4598 1.16 1.88 0.44
```
Forces are in eV/Å.

Summary:
LUMO energy (spin up / spin down) = -0.652 / -0.652 eV
orbital gap (spin up / spin down) = 7.953 / 7.955 eV
net charge = 0

=====

Entry 6:
Computed, not measured: a molecular structure, C5H10N2, with wB97M-V/def2-TZVPD.

The geometry in XYZ format:
```
17
Properties=species:S:1:pos:R:3:forces:R:3
C -0.6196 0.4530 0.5169 -2.70 -4.14 -0.53
C -0.6055 -1.1314 0.6810 -4.73 -0.32 0.99
C 0.5128 -1.6544 -0.3955 1.15 0.02 0.51
C 0.7296 0.5297 0.2172 9.06 -2.40 0.94
C 0.1704 1.7092 0.7180 -0.83 3.50 2.48
H -0.7189 0.5639 -1.5024 -1.76 1.02 1.72
H -2.1244 -0.2666 -0.9250 2.39 4.38 1.15
H -0.7433 -1.4999 1.8206 1.47 0.51 -2.70
H -1.7541 -1.4204 0.2670 3.13 0.23 1.08
H 0.0046 -2.0698 -1.4158 1.48 0.27 3.01
H 1.2281 -2.2775 0.3335 -1.46 0.58 -2.46
H 2.4875 -0.1965 -0.9719 -4.73 -1.56 0.72
H 1.4056 0.2032 1.2148 -1.71 0.12 -2.21
H -0.4419 2.2921 0.0933 -0.03 1.60 -0.74
H 0.4160 2.2142 1.6795 0.28 -0.69 -0.81
N -1.4192 0.8003 -0.6607 -1.67 -5.28 -4.44
N 1.2927 -0.3687 -0.9135 0.66 2.18 1.28
```
Forces are in eV/Å.

Summary:
LUMO energy = 0.753 eV
orbital gap = 9.451 eV
net charge = 0

=====

Entry 7:
Computed, not measured: 40 unconnected molecules or ions with the total composition H80O40, with wB97M-V/def2-TZVPD.

The geometry in XYZ format:
```
120
Properties=species:S:1:pos:R:3:forces:R:3
H -4.2296 -1.7251 -4.7157 0.33 0.42 -0.45
H -4.0104 -0.1097 -4.9742 -0.58 -1.98 0.85
O -4.3946 -0.8333 -4.3925 0.01 1.49 -0.70
H 1.1528 -3.3061 -4.0752 1.15 -0.57 -0.27
H 1.1529 -2.1608 -3.3438 3.48 -3.35 0.08
O 1.9188 -2.9517 -3.5517 -4.52 3.03 -0.25
H -3.0681 2.3541 0.4672 2.41 0.56 -0.50
H -1.7656 2.8860 -0.4574 -0.53 -0.47 -0.87
O -2.1518 2.8588 0.4113 -2.01 -0.61 1.25
H -1.1223 -1.0570 -3.8342 -1.57 0.15 0.70
H 0.3328 -1.0873 -3.7048 0.34 0.93 0.41
O -0.3639 -1.4411 -4.2406 0.16 -0.81 -1.21
H -4.7386 -1.2522 3.6780 -0.45 -0.01 -0.62
H -6.0107 -0.8428 2.6742 2.33 0.13 1.77
O -5.2290 -0.5315 3.2601 -2.00 0.26 -1.33
H 0.7300 -4.5013 5.3062 -0.28 -5.07 -2.36
O 0.5848 -3.6952 5.6300 -3.43 7.01 2.75
H -1.4961 -1.5367 -0.5493 -0.37 0.89 -0.45
O -0.9033 -0.7650 -0.4046 -1.38 -0.33 0.12
H -3.8869 2.5247 -1.4786 0.04 0.26 -0.19
H -5.0787 2.3884 -2.4350 0.02 0.37 -0.58
O -4.5984 1.9376 -1.7493 -0.07 -0.52 0.41
H 1.9830 3.0035 4.6512 -0.18 0.31 0.76
H 2.5535 1.9038 5.4010 -0.76 1.47 0.92
O 2.1147 2.7928 5.5974 0.97 -1.86 -1.55
H -2.2774 -5.0287 -1.7724 -0.48 2.07 4.09
H -1.4009 -5.4070 -2.7730 2.95 0.14 -1.36
O -2.2705 -5.5287 -2.5161 -2.31 -2.34 -2.69
H -1.0778 4.1875 -3.1979 -0.24 -0.06 0.65
H -1.0648 4.2673 -1.4784 -2.50 1.82 -4.11
O -1.6711 4.4832 -2.4817 2.77 -1.04 2.86
H -4.5941 1.0914 1.5953 -0.26 -0.88 -0.07
O -4.0932 1.0931 0.7767 0.29 -0.60 -1.07
H 2.2684 6.0926 -0.9655 -0.30 0.22 0.30
H 1.7376 6.4546 0.3502 4.69 3.28 13.46
O 1.5066 6.2678 -0.3967 -3.64 -2.90 -13.56
H 1.5378 -2.3967 5.3842 -1.82 -0.75 0.75
H 2.8692 -2.6437 5.0608 3.17 -2.73 0.06
O 2.2789 -1.9646 5.0264 -0.12 4.14 -1.02
H 0.8950 -3.1367 3.5337 0.56 -0.22 1.16
H 0.0175 -2.2965 2.7062 0.56 -0.62 -0.33
O 0.6111 -3.0809 2.6357 -1.14 0.82 -0.66
H 2.7941 -2.9009 1.7258 -2.81 -0.80 -2.70
H 3.1353 -2.2713 2.8929 0.79 -0.01 0.36
O 3.5555 -2.8357 2.2194 1.97 0.92 2.33
H 5.7233 2.6551 0.1449 0.13 -2.09 0.83
H 4.9324 1.3925 0.0517 -1.56 -1.04 -0.51
O 5.6929 1.6989 0.4869 1.82 3.20 -0.09
H -2.9681 -3.3416 -1.9219 1.58 -3.63 -3.92
H -3.6841 -3.3481 -0.4896 1.46 1.49 -2.64
O -3.2603 -2.7957 -1.2926 -3.14 2.03 6.72
H -1.7160 3.4029 4.4286 2.38 0.19 -0.75
O -2.5900 3.2791 4.6802 -0.77 3.65 3.15
H -1.4002 0.6943 -2.6384 0.31 1.40 0.37
H -0.6194 0.9512 -1.5023 0.53 -0.79 2.01
O -0.8230 1.4343 -2.2789 -1.15 -0.69 -1.80
H 2.4972 3.6377 2.6488 1.37 0.51 -1.46
O 3.1019 4.1081 1.9982 0.45 -0.73 1.49
H 1.5104 0.5018 -2.2615 -0.11 -1.41 0.51
H 1.9501 -0.9938 -2.5495 1.20 0.15 0.10
O 1.3350 -0.4563 -2.0490 -0.12 1.35 -0.30
H 4.9527 -2.0829 -1.6861 -0.19 0.01 1.08
H 5.2926 -2.1744 -3.1006 -0.76 0.41 -0.06
O 4.6105 -1.7801 -2.5199 0.83 -0.20 -1.01
H 0.9406 -2.9013 -0.8123 0.52 0.22 1.12
H 1.7950 -1.7509 -0.1780 -0.92 -1.34 0.33
O 1.2022 -2.5263 0.0748 0.79 1.00 -1.63
H -3.0456 4.1290 -3.7358 0.26 0.88 1.09
H -2.7466 3.0971 -4.7426 -0.94 -0.10 0.64
O -3.4286 3.3315 -4.0706 0.22 -1.07 -1.99
H -2.7087 -2.1259 4.5644 -1.47 -0.95 3.36
H -4.0656 -2.6735 4.6970 1.32 -0.16 2.46
O -3.3291 -2.4811 5.4019 0.38 1.00 -5.98
H 1.6329 3.8592 -3.4357 -6.05 -2.75 2.70
H 3.1663 3.3263 -3.8055 -3.00 1.54 0.61
O 2.4167 4.0426 -3.7434 8.95 1.59 -3.32
H -3.5963 -1.0242 -1.8042 -0.15 -0.15 -0.29
H -3.4108 0.4870 -2.2746 -0.62 -0.31 0.17
O -2.9678 -0.3537 -2.0850 0.82 0.83 -0.14
H -0.4115 -5.8696 -0.1954 -0.86 -0.92 1.92
H -0.9925 -5.8863 1.2540 -0.43 2.09 2.14
O -0.8150 -6.4333 0.5435 1.31 -1.06 -3.97
H 1.9531 -4.7923 1.0896 2.28 -1.29 -0.82
H 3.5288 -5.0073 1.1224 0.97 0.88 0.81
O 2.7431 -5.3612 0.7576 -3.28 0.35 0.08
H 0.6139 -0.2274 4.4064 0.99 0.46 -0.50
H -0.0049 -0.7188 5.8004 -1.06 0.44 -5.25
O -0.2009 -0.6502 4.6465 -0.11 -0.84 5.75
H 0.4627 0.6410 -3.7639 -3.14 -2.20 2.52
O 0.8966 1.1415 -4.3566 4.24 3.33 -1.70
H 2.4208 4.1865 -1.0775 0.25 4.72 -0.75
H 1.9683 3.1219 0.1279 0.86 1.80 -2.53
O 2.3297 3.3452 -0.8249 -0.85 -6.55 2.65
H -2.9152 2.5748 4.2460 -1.62 -3.87 -2.39
H -0.3363 -3.1903 5.5123 2.67 -2.70 -0.10
H 4.0088 3.7380 2.1953 -1.60 0.39 -0.30
H -0.2174 -1.2481 0.0273 1.63 -0.42 0.63
H -4.2627 0.3355 0.1400 -0.01 1.38 1.56
H 0.5716 1.1322 -5.2297 -0.80 -0.47 -1.19
O -0.8228 5.2418 -0.2503 3.11 -2.42 0.76
H 0.0689 5.6670 -0.2224 -0.33 -0.49 -0.54
H -1.4034 5.9235 -0.1260 -2.80 2.44 0.30
O 1.3277 -5.1878 -2.1841 1.06 2.60 -0.65
H 0.8647 -6.0078 -2.0741 0.15 -0.74 -1.26
H 1.6884 -4.7346 -3.0447 -1.35 -2.11 2.31
O -2.6299 -1.8184 2.0837 -3.41 2.98 1.10
H -2.2964 -1.0287 1.6487 -0.16 0.58 -0.19
H -1.9778 -2.4067 1.9391 3.46 -3.68 -0.82
O 1.7712 1.7151 2.8351 2.16 -1.21 2.04
H 1.7615 1.0802 2.1349 0.61 -0.63 -0.63
H 0.9781 2.1588 2.7127 -2.50 1.42 -0.49
O 3.8075 1.7097 -3.3808 -4.15 -4.64 0.25
H 2.7536 1.3961 -3.3615 3.18 2.42 -0.42
H 3.9741 0.7051 -3.4506 1.22 1.98 0.02
O 0.4537 2.8865 1.0021 -2.02 1.88 0.13
H -0.2143 3.6608 0.9384 1.55 -1.07 0.02
H -0.2151 2.2130 0.8448 -0.32 -0.67 -0.06
O 2.9400 0.9408 0.2611 -1.99 1.39 -2.82
H 1.9023 1.0794 0.1716 3.28 -0.40 -0.14
H 3.3017 1.4569 -0.5933 -1.77 -1.31 2.55
```
Forces are in eV/Å.

Summary:
LUMO energy (spin up / spin down) = 1.596 / 1.489 eV
orbital gap (spin up / spin down) = 2.301 / 9.896 eV
net charge = -1
multiplicity = 2

=====

Entry 8:
Computed, not measured: C11H18N4O6 in the gas phase, with wB97M-V/def2-TZVPD.

The geometry in XYZ format:
```
39
Properties=species:S:1:pos:R:3:forces:R:3
O 3.7741 -0.4086 -2.1874 -0.25 0.50 -0.53
O -0.0467 -2.7134 -0.0371 -0.69 -0.57 -3.54
O 1.0058 1.9241 2.2282 -2.57 0.94 0.25
O -3.2588 0.4640 2.5394 1.25 -1.38 -0.98
O -1.1257 0.7569 -2.0253 1.50 -0.12 -0.81
O -1.2806 -3.0066 -1.9608 2.68 0.31 1.11
C 3.0682 0.4461 -2.7297 3.49 -0.14 0.78
C -0.1451 -2.6257 -1.2991 0.55 2.67 2.69
C -0.2281 2.0462 2.4607 2.73 -1.61 -1.56
C -2.3686 -0.0364 1.8016 -1.99 3.78 1.60
C -0.3354 0.2801 -1.2063 -2.27 2.22 -1.63
N -0.7526 1.7075 3.6237 -0.87 0.01 3.41
N -1.7161 -1.1549 2.0217 1.31 -2.05 -1.84
N -0.7078 0.2926 0.0727 1.75 -0.99 -0.48
N 1.7777 0.4595 -2.5393 -4.85 1.25 -0.26
C 3.6393 1.6259 -3.5542 -0.60 0.17 0.94
C -1.6357 -2.0927 3.1691 2.94 0.97 -2.53
C -1.2652 2.2745 1.3569 0.50 1.78 -0.19
C 0.8288 -1.7279 -2.0557 1.95 -3.63 0.96
C -1.8077 0.9825 0.7066 -0.48 -0.91 -0.31
C 1.0203 -0.3369 -1.5610 1.52 0.48 1.17
H -1.6273 -3.3651 -1.1504 -2.00 -1.06 0.48
H -0.1742 1.6077 4.5115 -0.99 0.12 -2.07
H -1.7819 1.7082 3.7136 0.97 -0.02 0.07
H -1.0608 -1.4481 1.2693 -1.08 0.10 1.08
H -0.1712 -0.4579 0.4629 0.20 0.57 1.60
H 1.1841 1.1595 -3.0113 0.62 -0.55 0.30
H 3.4623 2.6074 -3.0240 0.34 -1.13 -0.30
H 3.0385 1.6853 -4.4437 -0.03 0.11 -0.74
H 4.6997 1.4925 -3.7909 -0.40 -0.07 0.17
H -0.6052 -1.8134 3.5376 -1.39 -0.89 0.65
H -2.4523 -1.9692 3.7511 -2.13 0.85 2.46
H -1.6868 -3.1262 2.8297 0.37 0.09 -0.30
H -2.0888 2.9571 1.6693 0.36 -0.84 0.13
H -0.6990 2.9053 0.6222 -0.57 -0.94 0.12
H 0.5565 -1.8295 -3.0405 -0.72 0.52 -2.55
H 1.8676 -2.2248 -2.0184 -1.44 0.59 0.10
H -2.6135 1.3394 -0.0395 1.29 -1.20 1.06
H 1.7121 -0.3848 -0.6730 -0.97 0.06 -0.49
```
Forces are in eV/Å.

Summary:
SMILES string = CNC(=O)[C@@H](CC(N)=O)NC(=O)[C@@H](CC(=O)O)NC(C)=O
LUMO energy = 0.358 eV
orbital gap = 10.024 eV
net charge = 0

=====

| no. | strongest force on any atom (eV/A) |
| --- | --- |
| 1 | 3.73 |
| 2 | 0.54 |
| 3 | 4.33 |
| 4 | 4.61 |
| 5 | 4.74 |
| 6 | 9.42 |
| 7 | 14.63 |
| 8 | 5.01 |